No. 1
The following is a quantum chemistry calculation of a cluster of 2 separate species, C5H9BrNO2 in total at a distorted geometry, from OMol25.

Atoms and positions in Å:
O 1.9968 2.5914 1.2158
H 1.7394 0.3766 -0.5422
H -0.4940 -1.5376 1.8022
H 0.6826 -2.2169 0.7279
C 1.2272 2.9641 0.4327
C 0.8374 0.0481 -1.0583
H -1.1228 -2.1817 -1.2692
Br -1.9533 1.7983 0.0823
C 0.3428 -1.3286 1.1530
H 1.1371 -0.8721 -1.6660
N -0.8288 0.5736 0.8923
C -1.3869 -1.1977 -0.7015
H -1.9867 -1.3423 0.1885
H 1.1315 -0.9351 1.7754
H -1.8677 -0.6532 -1.4885
H 0.3973 0.9592 -1.3657
C -0.2192 -0.4085 0.0456
O 0.3676 3.3624 -0.2244

Net charge = -1
DFT total energy = -2975.138481 Ha
HOMO level = -0.07624 Eh
M = 195.04 g mol⁻¹
LUMO energy = 3.52 eV

natural (NBO) population analysis, charges in e, atoms 1 to 5: number 1, O, carries -0.544; number 2, H, carries 0.185; number 3, H, carries 0.214; number 4, H, carries 0.174; number 5, C, carries 1.033

No. 2
The following is a quantum chemistry calculation of a structure of composition C40H108F6O20Y at a distorted geometry, from OMol25.

Atoms and positions in Å:
H -4.0151 -0.0006 -5.9667
H -2.1704 -3.8703 8.5162
H -8.7037 6.3098 -3.9985
C 1.6195 0.2143 1.1689
C 8.3199 9.3232 2.4652
H 7.8647 -0.1633 -3.9771
H 2.1079 -4.2816 -7.4479
H 6.2845 3.0075 7.7107
H -4.7967 -10.9941 1.5491
H -10.3739 3.8863 -4.9544
H 1.3915 0.5281 2.1876
H 3.0149 2.5846 -8.8915
H -6.6347 -8.8242 -5.6848
H -4.3565 -10.9589 -6.8389
C 4.0984 -4.6928 5.5488
C -8.3094 2.6060 4.0574
H -4.6731 6.2104 8.1657
H -6.7461 4.9933 4.0036
H -5.1077 1.2197 -5.4428
C 5.5220 2.4333 7.1843
H 6.7866 -3.5406 -4.5613
H 4.0255 -4.7138 6.6362
H -10.2014 5.4413 -5.6799
C 5.5169 -4.7770 4.8984
O -3.5683 3.2125 -5.4649
H -1.8892 5.3127 8.9140
H -2.2468 7.0007 8.9069
H -8.9124 4.2611 -5.7414
O 3.4528 -9.5178 -2.7505
O 0.4600 0.4391 0.3372
H 2.2691 -8.8079 0.2999
C -9.6634 4.7024 -5.0861
H 5.7235 0.0232 7.8315
H 7.1988 -4.1075 5.6023
C -2.5079 6.0614 8.4193
H -2.4441 -4.2091 6.8720
H 6.0437 -5.7094 5.1013
O -4.0615 -4.8092 7.9993
O -10.7625 -0.7686 -1.5173
H 4.6250 4.9933 -7.9663
H -3.9924 -8.9563 -7.0435
H 6.6841 -1.6835 -6.0912
C -4.3407 -10.0578 1.8706
H -4.2024 4.5781 8.3208
F -0.0935 7.5261 7.9711
H 5.7803 -2.2449 -3.8354
C -3.1419 1.9760 -6.0598
H 1.5721 -9.6739 -1.9718
C -3.9239 5.5807 8.6455
C -8.4194 4.0367 3.5398
H -3.8263 3.7770 -6.1973
H 5.9642 1.7507 6.4587
H 1.2550 -3.2057 -9.4890
H -11.6890 -0.5415 -1.4090
H 7.3758 11.0483 3.4196
H 2.8715 0.8990 -0.3896
H -7.7388 1.9117 3.4405
C -0.4962 7.5327 6.6624
H 3.9562 -8.6155 -0.4071
H -0.6424 5.2888 6.6780
H -2.3074 1.6479 -5.4400
H -3.2587 -10.1697 1.9406
H -4.2767 -8.7267 -5.3734
O -2.4631 6.1104 6.9716
H 3.7195 1.2038 7.7014
H -9.1391 -2.5842 -0.4206
H 1.6105 6.4583 -3.3865
H 1.5645 10.0884 -3.3886
H 2.5541 -6.4676 -7.4532
C -3.5163 -2.5503 7.5877
H 2.8637 5.0575 -8.1745
H -2.6877 -1.8584 7.4369
H -4.0195 -2.2697 8.5130
H -4.1198 -2.4969 6.6816
H -4.3584 -11.1355 4.2731
C 3.7137 4.3965 -8.0049
C -1.2220 6.1409 6.3229
C 7.3157 -1.5801 -5.2089
H 9.5018 11.6308 4.2813
C 1.3879 9.0600 -3.7039
O 9.4848 11.0668 3.5046
H 3.4090 -5.4549 5.1856
Y -3.4770 5.0858 -0.6612
H 2.2378 -8.0470 -2.0778
H 10.0408 -0.7066 0.9269
C 6.7789 -2.5222 -4.1729
O 7.2725 -0.2620 -4.7262
O 0.9996 6.8956 -2.7890
H 10.5171 1.7328 1.3641
C 2.7839 1.1143 0.6753
O 2.6630 -5.9786 -8.2722
C -0.3678 -1.8964 -0.1430
H 8.3282 -1.8422 -5.5158
F -1.3311 8.5693 6.4911
H -0.7227 -0.6120 1.5464
H -5.9901 -7.4860 -6.5976
H 5.5540 -4.6045 3.8228
H -9.1701 4.2397 2.7761
C -0.6184 -0.4711 0.4706
H -4.7529 0.9996 -7.1670
H 4.8699 3.1874 6.7434
H -8.7669 4.6205 4.3921
H 2.1431 8.8556 -4.4629
O -4.2197 -10.1870 4.2208
F -1.4597 -2.6094 -0.4265
H 7.4264 8.7011 2.5179
H -4.2417 5.6450 9.6862
H 11.6214 -0.9588 0.3110
H -11.5161 -2.5722 -1.0455
H 12.2169 1.4969 1.3005
H 0.3822 9.0321 -4.1232
H -2.7488 2.2490 -7.0391
H -9.3239 -3.7862 -1.7720
F 0.5152 7.7217 5.8764
H 3.6098 -10.4448 -2.5567
O -1.5437 5.9254 4.9825
C 1.5993 8.1576 -2.4905
H 3.2506 -10.2023 -0.1707
O -7.1001 4.5556 3.2260
C -9.4345 -2.7487 -1.4568
H 9.1402 8.6478 2.7084
H 3.6107 -3.7313 5.3884
H -4.0162 -5.5635 7.4073
H 4.4019 3.2191 -6.5603
H -6.4007 -8.9873 -7.4478
H 1.9284 -0.8308 1.1461
H -10.0864 5.5149 -3.2505
H 2.6724 -4.0546 -9.9922
C 4.6532 1.5836 8.1162
H -4.5277 -9.3552 1.0585
H -7.9688 2.6255 5.0926
H -6.0702 -9.9324 3.1946
H 8.3064 9.7880 1.4794
O 5.4248 0.4988 8.6102
C 1.7201 -4.9020 -8.2559
O -8.2392 4.4866 -3.1703
C 3.7965 3.3148 -9.1011
C -9.1762 5.3430 -3.8251
C -2.9706 -3.9054 7.7769
C -5.0276 -9.6169 3.1560
H 4.3747 2.1978 8.9726
C 11.2793 1.0944 0.9171
C -4.3173 1.0270 -6.1682
C -5.9896 -8.5737 -6.5269
O -1.7281 0.2884 0.0296
H 11.4098 -0.6935 2.0626
C -10.7874 -2.1605 -1.7438
H 1.1109 -4.7071 -10.3869
H 2.4903 2.1604 0.7621
F 0.3574 -1.7271 -1.2699
O 3.6276 3.7509 -6.7582
C 2.4708 -9.0781 -1.8121
C 11.0759 -0.3960 1.0685
O 6.3100 -3.7750 5.4574
C 3.0150 -9.1653 -0.4100
H 3.7010 0.8809 1.2162
O 11.2039 1.4472 -0.4749
H 7.4294 -2.5995 -3.3017
F 0.3391 -2.6967 0.6733
H 8.2446 9.9301 4.5077
H 11.5290 2.3308 -0.6623
O -4.7940 -10.6052 -6.0610
C -4.6772 -9.2436 -6.2455
H 0.7552 -5.2437 -7.8815
H -8.7097 3.6721 -2.9784
H -8.6591 -2.2633 -2.0495
H -9.2514 2.0625 4.1303
C 8.2716 10.4400 3.5447
H -11.1161 -2.3614 -2.7634
H 3.7223 3.7860 -10.0812
H 1.1441 8.6374 -1.6240
C 1.6692 -4.2084 -9.5947
H 2.6377 7.9879 -2.2058
H 4.7735 2.8331 -9.1392
H -4.9982 -8.5304 3.2377

Net charge = +1
DFT total energy = -3730.122852 Ha
HOMO level = -0.37702 Eh
M = 1112.18 g mol⁻¹
LUMO energy = -8.47 eV

Mulliken population analysis, charges in e, atoms 1 to 5: number 1, H, carries 0.299; number 2, H, carries 0.239; number 3, H, carries 0.301; number 4, C, carries -0.171; number 5, C, carries -1.064

> The highest HOMO level belongs to which entry?

C5H9BrNO2